No. 1
C17H41AlN2OP2 as an isolated structure, computed with the ωB97M-V functional and the def2-TZVPD basis.

```
! RIJCOSX wB97M-V def2-TZVPD def2/J DEFGRID3
* xyz 2 1
P 0.17862 2.31405 -0.10288
P 0.18367 -2.29608 -0.38648
Al 0.06126 -0.00133 -0.09614
O -2.19262 -0.11785 1.82306
N 2.02363 0.06553 -1.15819
N 0.94784 -0.11612 1.79531
C 0.59871 -4.86101 0.82471
C 1.85530 2.52158 -0.84458
C 0.32637 3.20694 1.53312
C -1.02313 -3.07243 -1.53876
C -0.52066 4.56674 -1.69777
C 1.86036 -2.41036 -1.14438
C -1.80970 -0.06288 0.66310
C -0.85396 2.96148 2.48085
C -2.38016 -3.28933 -0.86146
C -0.52000 -4.33053 -2.25019
C 0.32503 -3.38499 1.12650
C -0.85561 -3.25717 2.09694
C -2.38227 3.36658 -0.44718
C 2.75950 1.29175 -0.71030
C -1.02670 3.23130 -1.14792
C 2.76227 -1.20413 -0.86409
C 0.60338 4.70840 1.41672
H -1.25449 4.94149 -2.42326
H 2.08231 0.12849 -2.16222
H 1.72282 -2.51811 -2.23146
H 3.64606 -1.23314 -1.51909
H -1.68933 -3.91471 1.81411
H 1.52364 -0.94959 1.94498
H -3.13165 -3.48312 -1.63944
H 2.35678 -3.32712 -0.79447
H -2.37413 4.15012 0.32208
H -0.30486 5.27074 1.15727
H 0.43583 4.46668 -2.22137
H -2.72003 2.42806 0.00860
H -2.37498 -4.16259 -0.19559
H 1.22340 2.74044 1.98141
H 0.43609 -4.16765 -2.75851
H -1.24984 1.93988 2.45330
H -0.31049 -5.38436 0.49641
H 0.19643 -0.15751 2.49635
H -2.71473 -2.41312 -0.29278
H -0.50977 3.15955 3.50708
H 1.39565 -5.02293 0.08802
H 3.13551 -1.17906 0.16907
H -1.25486 -4.61231 -3.01562
H -1.16027 2.54962 -2.00651
H 1.71620 2.75700 -1.91162
H 0.92839 5.07135 2.40361
H -0.41652 5.32803 -0.91688
H -1.68584 3.65179 2.28425
H -2.51638 -0.03570 -0.20030
H 3.64372 1.40403 -1.35626
H 3.13145 1.14048 0.31295
H 1.40006 4.95874 0.70486
H -0.51311 -3.58340 3.09066
H 1.52520 0.69234 2.04367
H 0.92146 -5.34500 1.75901
H 1.22273 -2.97994 1.62956
H -1.15339 -2.28902 -2.30620
H 2.35134 3.39120 -0.38872
H -3.13352 3.65784 -1.19408
H -0.41585 -5.18252 -1.56949
H -1.24838 -2.23919 2.19770
*
```

Results
Kohn-Sham gap = 7.35 eV
E = -48484.14098 eV
E_HOMO = -13.90 eV

Per-atom Mulliken charges, elementary charge units:
1. P 1.2165
2. P 1.2244
3. Al -0.4235
4. O -0.5686
5. N 0.0305
6. N -0.3932
7. C -1.6119
8. C -1.1240
9. C 0.5448
10. C 0.4903
11. C -1.3386
12. C -1.1238
13. C -0.5315
14. C -1.4576
15. C -1.5366
16. C -1.3292
17. C 0.5559
18. C -1.4549
19. C -1.5282
20. C -1.1181
21. C 0.5013
22. C -1.1176
23. C -1.6036
24. H 0.4615
25. H 0.3986
26. H 0.5244
27. H 0.5695
28. H 0.3035
29. H 0.3563
30. H 0.5016
31. H 0.3896
32. H 0.2571
33. H 0.3172
34. H 0.3144
35. H 0.3303
36. H 0.2553
37. H 0.3842
38. H 0.3148
39. H 0.2593
40. H 0.3186
41. H 0.3343
42. H 0.3306
43. H 0.4445
44. H 0.3659
45. H 0.3359
46. H 0.4601
47. H 0.4559
48. H 0.5277
49. H 0.4271
50. H 0.2298
51. H 0.3042
52. H 0.5134
53. H 0.5676
54. H 0.3376
55. H 0.3665
56. H 0.4450
57. H 0.3556
58. H 0.4296
59. H 0.3848
60. H 0.4525
61. H 0.3844
62. H 0.5010
63. H 0.2314
64. H 0.2556


No. 2
A 3-piece molecular cluster, C17H41F2IN4O3 overall, computed with the ωB97M-V functional and the def2-TZVPD basis.

```
! RIJCOSX wB97M-V def2-TZVPD def2/J DEFGRID3
* xyz 0 1
I 5.17356 -0.56565 -4.56450
F 3.27236 3.09707 -4.32248
F 0.64298 -0.01143 -3.20064
O 0.70374 -1.84042 -4.54447
O 0.79918 -0.99196 0.91592
O -2.47396 0.38060 6.23707
N -1.28957 -2.27770 2.53676
N -0.41106 1.02370 -6.33008
N 3.30062 -0.09558 -3.85327
N -1.94723 2.99388 7.46507
C 3.30359 1.10905 -3.00340
C 2.46206 2.23755 -3.57620
C -3.29729 -0.58791 6.85515
C 1.42248 -2.08982 -6.78688
C 2.68167 -1.25697 -3.20912
C -3.23556 2.65547 6.86055
C 0.90368 -1.09138 -5.76726
C 1.11143 -1.84044 2.00778
C 1.14670 -1.32794 -3.34547
C 0.02150 -1.92312 3.08089
C 0.53910 1.55116 -7.30368
C -0.42616 -0.41881 -6.18028
C 0.55376 -2.17101 -2.23978
C -0.11183 -0.66745 3.93242
C -4.24100 2.35256 7.96441
C 1.11040 0.37619 1.08787
C -3.12773 1.55593 5.79906
H -5.18730 1.99504 7.55458
H -0.73072 -0.86325 4.80582
H 2.93313 -1.28366 -2.13765
H -1.24837 -3.18325 2.08141
H 1.24461 -2.83422 1.57237
H 0.86325 -0.30893 4.26876
H -1.30765 3.33622 6.75607
H 0.71999 -2.92516 -6.87979
H 3.05616 -2.17737 -3.65921
H -4.43161 3.25131 8.54937
H -1.16891 -0.67362 -5.42018
H -0.31026 1.46556 -5.42772
H -1.53370 -1.61140 1.81016
H -4.29132 -0.60977 6.39693
H 2.39430 -2.48713 -6.48645
H 2.94271 0.84236 -2.00324
H 0.32321 -2.74405 3.74108
H 0.77722 -1.72790 -1.26875
H 2.02958 0.50183 1.66943
H -4.12053 1.30458 5.40246
H 4.31729 1.50263 -2.88429
H -1.52698 2.14399 7.82942
H -0.52525 -2.24159 -2.38233
H -2.52269 1.93507 4.97104
H -3.41018 -0.41351 7.92793
H -3.58209 3.54797 6.32775
H 1.65472 -0.32031 -5.58094
H -0.77581 -0.85489 -7.12390
H -2.82425 -1.55813 6.70638
H 0.30630 0.92581 1.58174
H 2.00015 2.83721 -2.78634
H -3.85715 1.59483 8.64877
H 1.25841 0.80097 0.09422
H 0.81705 0.76458 -8.01243
H -0.59873 0.13649 3.37775
H 1.69345 1.84607 -4.23961
H 2.06835 -1.53555 2.45209
H 0.08940 2.36302 -7.88325
H 0.97454 -3.17947 -2.29138
H 1.52327 -1.61603 -7.76713
H 1.47143 1.92873 -6.86523
*
```

Results
Kohn-Sham gap = 8.27 eV
E = -43930.28130 eV
structure (SMILES) = CNC[C@H](C)O[C@](C)(F)CN(I)CCF.COC[C@@H](C)N.COC[C@@H](C)N
E_HOMO = -8.44 eV

Per-atom Mulliken charges, elementary charge units:
1. I 0.1065
2. F -0.3648
3. F -0.3979
4. O -0.5890
5. O -0.2188
6. O -0.2655
7. N -0.7100
8. N -0.3538
9. N -0.4446
10. N -0.7210
11. C -0.2723
12. C 0.2324
13. C -0.7832
14. C -1.5776
15. C -1.4308
16. C 0.4580
17. C 1.4240
18. C -0.8277
19. C 1.7059
20. C 0.5000
21. C -0.7405
22. C -1.3673
23. C -1.5482
24. C -1.1939
25. C -1.4528
26. C -0.6347
27. C -0.7718
28. H 0.3492
29. H 0.1566
30. H 0.3980
31. H 0.2734
32. H 0.3586
33. H 0.3743
34. H 0.2708
35. H 0.3574
36. H 0.6397
37. H 0.3585
38. H 0.3920
39. H 0.3400
40. H 0.2854
41. H 0.3683
42. H 0.3531
43. H -0.0270
44. H 0.3666
45. H 0.1868
46. H 0.3747
47. H 0.4120
48. H 0.5241
49. H 0.3007
50. H 0.4416
51. H 0.3363
52. H 0.2475
53. H 0.3686
54. H 0.0592
55. H 0.4234
56. H 0.2657
57. H 0.2110
58. H 0.2887
59. H 0.2782
60. H 0.1101
61. H 0.2479
62. H 0.1431
63. H -0.2366
64. H 0.4000
65. H 0.3211
66. H 0.3693
67. H 0.3524
68. H 0.1987


No. 3
C17H41O13P3S as an isolated structure, computed with the ωB97M-V functional and the def2-TZVPD basis.

```
! RIJCOSX wB97M-V def2-TZVPD def2/J DEFGRID3
* xyz 0 1
S -7.03951 0.69335 1.10310
P 1.52895 -0.54947 5.21271
P -2.89392 0.87225 0.75297
P 1.32411 0.09650 -5.08683
O 1.51585 -0.66959 3.73158
O 0.72117 1.43744 -5.82875
O 0.20634 -0.14547 -4.11111
O 3.13934 -0.63657 5.47272
O -7.94946 1.75690 0.91554
O 0.89308 -1.04310 -6.17917
O -6.66731 -0.09373 -0.26190
O 1.16364 -1.04497 6.71885
O -5.02464 -1.71942 -0.26070
O 1.25510 1.02861 5.50525
O 2.79233 0.34686 -5.76001
O -5.59043 1.18050 1.58823
O -7.56344 -0.32763 1.94722
C 3.08147 -1.19550 8.28308
C 2.00515 -1.91961 7.50437
C -1.10749 0.93655 6.18569
C 0.77962 2.68413 -5.13240
C -0.02876 -2.08706 -5.87214
C 4.05944 -0.97429 4.43815
C -0.06258 1.54260 5.26804
C -4.65790 0.29293 0.95237
C -2.02721 -0.66706 0.23056
C -0.49116 -0.47547 0.24099
C 2.19913 3.16254 -4.88641
C 3.53000 -0.67092 -6.47508
C 3.15859 -0.77564 -7.93784
C -1.45053 -1.67680 -6.19536
C -5.24177 -0.34452 -0.31440
C 4.54917 0.26190 3.71273
C -2.94970 2.06888 -0.64695
H -1.21113 -0.13815 6.01441
H 2.63689 -0.53027 9.02536
H 1.34380 -2.40757 8.22142
H 5.11247 -0.00762 2.81819
H -0.82786 1.07104 7.23036
H 0.07010 -2.40570 -4.83597
H -4.53806 -0.55933 1.62979
H 3.41104 0.14572 -8.46535
H 2.19682 4.14348 -4.40964
H -5.86520 -2.16082 -0.08888
H -0.01051 2.61877 5.42668
H -2.32793 -1.45296 0.92767
H 3.72817 -1.59450 -8.38298
H -0.24572 -0.09209 -0.74995
H -1.96627 2.29978 -1.05265
H 0.23988 2.59080 -4.18416
H -0.17818 0.19601 1.03820
H 3.62640 -1.69692 3.74877
H -1.69722 -0.69554 -5.79181
H 2.41862 -2.70424 6.87142
H 3.72996 0.91794 3.42044
H 5.19779 0.84915 4.36566
H 4.57969 -0.38054 -6.41481
H -2.16457 -2.40192 -5.80252
H 4.90514 -1.47840 4.91275
H 2.10898 -0.97209 -8.12410
H 3.43737 -1.62779 -5.96206
H -0.06549 -1.46942 0.36564
H -1.58591 -1.60923 -7.27645
H 0.24729 3.40954 -5.74668
H 3.69046 -1.93663 8.80579
H -2.08085 1.39766 6.01582
H 2.75258 3.22418 -5.82287
H 3.75046 -0.59535 7.67746
H -0.33116 1.37332 4.22077
H -3.63626 1.78673 -1.45027
H -3.34715 2.99789 -0.23049
H 2.74301 2.47432 -4.23408
H -2.32662 -1.01584 -0.76231
H -4.92680 0.04192 -1.28220
H 0.24926 -2.95042 -6.48152
*
```

Results
Kohn-Sham gap = 8.29 eV
E = -83613.10613 eV
E_HOMO = -8.67 eV

Per-atom Mulliken charges, elementary charge units:
1. S 1.1195
2. P 0.9776
3. P 0.0652
4. P 1.0818
5. O -0.7444
6. O -0.3883
7. O -0.7448
8. O -0.2978
9. O -0.5641
10. O -0.3440
11. O -0.4033
12. O -0.3145
13. O -0.4856
14. O -0.3729
15. O -0.3315
16. O -0.3304
17. O -0.5811
18. C -1.0682
19. C -0.1725
20. C -1.0183
21. C -0.2261
22. C -0.3333
23. C -0.3162
24. C -0.1939
25. C 0.0897
26. C -0.4325
27. C -1.1223
28. C -0.9854
29. C -0.1739
30. C -1.0578
31. C -1.1116
32. C 0.2765
33. C -1.1212
34. C -1.0607
35. H 0.2521
36. H 0.3024
37. H 0.3446
38. H 0.3674
39. H 0.2605
40. H 0.3268
41. H 0.2803
42. H 0.2997
43. H 0.4123
44. H 0.3412
45. H 0.3155
46. H 0.4357
47. H 0.3753
48. H 0.2253
49. H 0.3377
50. H 0.1897
51. H 0.2691
52. H 0.3247
53. H 0.2829
54. H 0.2700
55. H 0.2857
56. H 0.3031
57. H 0.3406
58. H 0.3692
59. H 0.3715
60. H 0.2646
61. H 0.2645
62. H 0.3580
63. H 0.3062
64. H 0.3217
65. H 0.3757
66. H 0.4168
67. H 0.2295
68. H 0.2636
69. H 0.1754
70. H 0.3025
71. H 0.3261
72. H 0.2536
73. H 0.3899
74. H 0.1791
75. H 0.3758


No. 4
A 3-piece molecular cluster, C17H42N3O9S2 overall, computed with the ωB97M-V functional and the def2-TZVPD basis.

```
! RIJCOSX wB97M-V def2-TZVPD def2/J DEFGRID3
* xyz -1 1
S 8.93433 2.07104 3.51780
S 6.60945 3.16928 2.21645
O 0.50631 1.59676 0.97492
O 8.85678 2.38185 5.04326
O 0.07738 -0.78416 -2.83585
O 5.25797 -0.73018 2.67884
O -7.10707 -3.74706 0.33336
O 9.67304 3.23673 2.79911
O 6.86110 4.45418 3.07468
O 7.32710 3.44724 0.83896
O -4.26750 -1.87865 -2.63660
N -7.38691 -1.99636 -2.10112
N 7.34464 1.72235 2.86132
N -0.42208 2.07034 -2.01592
C 3.83616 2.68288 3.15216
C -8.19146 -3.80084 -0.60019
C -7.72148 -3.42161 -2.01364
C -5.28140 -2.28904 -3.55630
C 0.54391 0.26348 0.48378
C -1.28239 -1.16858 -2.68768
C 4.77441 2.92229 1.83009
C 1.00858 2.57796 0.06540
C 9.96001 0.48908 3.26691
C 3.93235 -0.03106 2.61569
C 0.26118 0.35935 -3.67782
C -0.01266 3.04074 -0.99293
C 3.83611 1.15470 3.74314
C -7.19563 -2.66167 1.24594
C -6.65458 -1.62911 -3.31957
C 0.67992 1.58826 -2.85503
C -4.28539 -2.56735 -1.39336
H 5.58600 -0.75089 3.63896
H -1.30723 -2.15874 -2.22382
H -0.38861 0.03205 -0.03107
H 1.95900 2.25493 -0.37170
H 1.07765 0.11134 -4.36339
H 10.73690 0.30016 4.12866
H -8.51610 -3.64925 -2.73330
H 3.14399 -0.86609 2.94225
H 1.54210 1.29724 -2.24931
H -0.62600 0.56767 -4.29016
H -4.93349 -1.95789 -4.54199
H 0.61383 -0.41322 1.34009
H 2.71928 2.96543 2.89059
H -6.50297 -0.54461 -3.27251
H -1.81372 -0.47669 -2.03316
H -6.81310 -1.74002 -1.29965
H 3.62898 0.28386 1.53043
H 1.24837 3.45250 0.68183
H -8.53224 -4.84085 -0.61971
H -9.04246 -3.18550 -0.27989
H -0.92763 3.34032 -0.46910
H -5.33731 -3.38094 -3.61411
H 4.41469 3.95551 1.35233
H -4.60526 -3.60781 -1.49615
H -6.46493 -2.82690 2.04280
H 10.58343 0.52463 2.26231
H -8.19234 -2.60034 1.69784
H -4.91978 -2.03529 -0.68438
H 1.40292 0.08184 -0.16780
H 0.99223 2.38997 -3.53392
H -6.95111 -1.71900 0.75501
H -6.85673 -4.04751 -2.24903
H -1.78837 -1.22844 -3.65814
H 2.78286 1.00945 4.28612
H 4.64033 0.96590 4.60166
H 9.18717 -0.38630 3.15846
H -3.27099 -2.55920 -0.98471
H 0.36940 3.93802 -1.49400
H 4.65869 2.12439 0.98207
H 4.18089 3.39850 4.04323
H -7.29915 -1.81790 -4.18619
H -0.85138 1.27688 -1.54323
*
```

Results
Kohn-Sham gap = 6.59 eV
E = -62870.90526 eV
E_HOMO = -4.80 eV

Per-atom Mulliken charges, elementary charge units:
1. S 1.0084
2. S 0.9682
3. O -0.4408
4. O -0.6741
5. O -0.3711
6. O -0.5456
7. O -0.3273
8. O -0.6269
9. O -0.6529
10. O -0.6946
11. O -0.3040
12. N -0.3330
13. N -0.3278
14. N -0.2987
15. C -0.4970
16. C -0.8024
17. C -0.1787
18. C -0.5787
19. C -0.5871
20. C -0.6924
21. C -0.5575
22. C -0.0361
23. C -0.7495
24. C 0.0092
25. C -0.7860
26. C -1.0634
27. C -0.4864
28. C -0.7064
29. C -0.7412
30. C -0.1362
31. C -0.5849
32. H 0.3275
33. H 0.2649
34. H 0.2270
35. H 0.2212
36. H 0.4135
37. H 0.2622
38. H 0.3939
39. H 0.1439
40. H 0.1128
41. H 0.3609
42. H 0.3346
43. H 0.3496
44. H 0.2112
45. H 0.3912
46. H 0.3372
47. H 0.0816
48. H -0.0433
49. H 0.3465
50. H 0.3892
51. H 0.3906
52. H 0.3840
53. H 0.3764
54. H 0.3051
55. H 0.3010
56. H 0.2357
57. H 0.2574
58. H 0.3311
59. H 0.1172
60. H 0.2346
61. H 0.4001
62. H 0.3003
63. H 0.1516
64. H 0.3500
65. H 0.2919
66. H 0.3420
67. H 0.2300
68. H 0.3478
69. H 0.4336
70. H 0.2125
71. H 0.2705
72. H 0.4009
73. H 0.0051